# 1
{"formula": "C6H11NO", "method": "ωB97M-V with the def2-TZVPD basis set", "charge": 0, "orbital_gap_ev": 8.002, "relative_energy_ev": 4.072, "energy_ha": -365.08184, "elements": ["C", "C", "C", "N", "C", "O", "C", "C", "H", "H", "H", "H", "H", "H", "H", "H", "H", "H", "H"], "positions_angstrom": [[-1.5320, 1.3440, -1.2087], [-0.6766, 0.3705, -0.4257], [-1.0660, -0.0678, 0.8021], [-2.3568, -0.0335, 1.2826], [0.5838, 0.0153, -1.0137], [1.0428, -1.2680, -1.2743], [1.3759, -1.2864, 0.0636], [2.6746, -0.7278, 0.5612], [-2.0281, 2.0694, -0.5567], [-0.9224, 1.9047, -1.9204], [-2.3018, 0.8244, -1.7872], [-0.3320, -0.4946, 1.4718], [-2.4869, 0.0647, 2.2765], [-3.0624, 0.4163, 0.7223], [1.0676, 0.7569, -1.6474], [0.9666, -2.1453, 0.5852], [2.5411, -0.0601, 1.4197], [3.3512, -1.5296, 0.8781], [3.1615, -0.1531, -0.2290]], "atomic_forces_ev_per_a": [[-0.192, -0.256, 0.012], [-0.794, 0.142, 0.476], [0.114, 0.274, -0.646], [-0.070, 0.098, 0.114], [0.977, -1.282, 1.977], [0.064, -0.811, -1.071], [-0.338, 2.006, -0.879], [0.332, -0.265, -0.150], [0.000, -0.060, -0.008], [-0.001, -0.054, 0.034], [-0.035, 0.083, -0.077], [-0.058, -0.120, -0.036], [0.022, 0.021, -0.101], [0.063, -0.001, 0.022], [0.230, 0.069, 0.229], [-0.300, 0.234, 0.160], [-0.066, -0.091, -0.103], [0.068, 0.033, -0.001], [-0.014, -0.020, 0.048]], "lowdin_charge": [-0.067, -0.286, -0.162, 0.070, -0.136, -0.065, -0.232, -0.085, 0.073, 0.072, 0.080, 0.103, 0.086, 0.079, 0.129, 0.119, 0.073, 0.069, 0.081]}


# 2
{"formula": "C6H11NO", "method": "ωB97M-V with the def2-TZVPD basis set", "charge": 0, "orbital_gap_ev": 10.297, "relative_energy_ev": 2.989, "energy_ha": -365.12163, "elements": ["O", "C", "C", "C", "C", "C", "C", "N", "H", "H", "H", "H", "H", "H", "H", "H", "H", "H", "H"], "positions_angstrom": [[0.2504, 1.9406, 0.3254], [-0.7969, 1.9827, -0.6649], [-1.4005, 0.5883, -1.0330], [-0.3666, -0.3216, -1.4772], [0.4096, -1.1416, -0.7053], [0.3054, -1.2545, 0.7680], [1.4420, -1.6439, 1.5883], [0.9001, -0.2603, 1.6490], [-0.1066, 1.4285, 1.1153], [-1.6473, 2.5198, -0.1752], [-0.4022, 2.6128, -1.5226], [-2.1095, 0.8084, -1.8227], [-2.0690, 0.1910, -0.2278], [-0.2080, -0.3639, -2.5107], [1.1310, -1.8179, -1.2212], [-0.6388, -1.7266, 1.1159], [1.2900, -2.1864, 2.5193], [2.4690, -1.7350, 1.1188], [1.5479, 0.3796, 1.1607]], "atomic_forces_ev_per_a": [[-1.135, -0.765, 0.405], [-0.576, 0.783, 1.236], [-0.738, 1.513, 0.769], [1.730, -2.561, 1.808], [-0.593, 0.640, -1.763], [-0.873, -0.816, -0.467], [1.966, 0.413, 0.353], [0.600, -0.042, 0.450], [0.642, 0.943, -1.342], [0.472, 0.070, -0.732], [-0.504, -1.135, 0.867], [-0.091, -0.063, -0.444], [0.938, 0.340, -0.133], [0.370, -0.054, -1.475], [-0.519, 0.702, 0.440], [0.344, 0.892, -0.116], [0.085, -0.153, -0.346], [-1.407, -0.051, 0.553], [-0.710, -0.654, -0.063]], "lowdin_charge": [-0.130, -0.233, -0.198, -0.119, -0.050, -0.366, -0.143, -0.005, 0.090, 0.112, 0.136, 0.105, 0.131, 0.085, 0.114, 0.149, 0.096, 0.128, 0.098]}


# 3
{"formula": "C6H11NO", "method": "ωB97M-V with the def2-TZVPD basis set", "charge": 0, "orbital_gap_ev": 9.646, "relative_energy_ev": 8.189, "energy_ha": -364.93051, "elements": ["C", "N", "C", "C", "C", "O", "C", "C", "H", "H", "H", "H", "H", "H", "H", "H", "H", "H", "H"], "positions_angstrom": [[-2.5563, 0.1960, 0.5547], [-1.3456, 0.0169, -0.2384], [-0.0273, 0.1196, 0.6215], [0.3958, 1.4663, 0.0076], [1.1260, 0.7425, -1.3728], [1.2154, -0.7361, -1.2121], [1.1471, -0.7177, 0.1889], [0.4354, -1.3049, 1.3644], [-3.5413, 0.3488, -0.2240], [-2.7671, -0.7037, 1.3045], [-2.1984, 1.0980, 1.3338], [-1.3500, -1.1118, -0.5350], [-0.3249, 2.3094, -0.0883], [1.1949, 2.0676, 0.4409], [0.7759, 1.2452, -2.4138], [2.1562, 1.0228, -1.2278], [2.1943, -0.3617, 0.6780], [-0.4587, -1.8148, 1.5896], [0.8910, -1.3410, 2.3211]], "atomic_forces_ev_per_a": [[-0.575, 0.718, 1.839], [1.647, -5.990, -0.027], [-0.673, 0.533, -0.758], [1.592, 0.206, -0.534], [-0.559, 2.457, -0.880], [-1.278, 1.053, 0.147], [1.067, 0.070, 1.264], [-1.154, 2.252, -0.166], [2.835, -0.061, 2.584], [0.132, 1.678, -1.569], [-1.884, -1.816, -2.196], [-0.095, 3.749, 0.449], [-0.398, -1.360, -0.611], [0.601, -0.744, 0.563], [0.472, -2.120, 2.294], [0.460, 0.455, -0.279], [-2.393, -0.332, -1.328], [-1.224, -1.130, -1.256], [1.429, 0.383, 0.464]], "lowdin_charge": [-0.204, -0.139, -0.316, -0.099, -0.111, -0.090, -0.349, 0.055, 0.128, 0.075, 0.121, 0.173, 0.100, 0.082, 0.155, 0.076, 0.197, 0.068, 0.077]}


# 4
{"formula": "C6H11NO", "method": "ωB97M-V with the def2-TZVPD basis set", "charge": 0, "orbital_gap_ev": 9.822, "relative_energy_ev": 2.534, "energy_ha": -365.13836, "elements": ["C", "N", "C", "C", "C", "C", "C", "O", "H", "H", "H", "H", "H", "H", "H", "H", "H", "H", "H"], "positions_angstrom": [[1.2341, 3.6198, 0.0642], [0.0423, 3.3782, -0.2602], [-0.3411, 2.1038, -0.7556], [0.2734, 0.9536, -0.4950], [-0.3449, -0.3886, -0.6834], [-0.4210, -1.1050, 0.6492], [-0.6857, -2.6191, 0.6799], [0.2888, -3.2427, -0.1570], [2.0564, 2.8982, -0.1036], [1.5233, 4.5869, 0.4871], [-1.2949, 2.0923, -1.2724], [1.2127, 0.8491, 0.0370], [-1.3546, -0.4501, -1.1255], [0.3683, -0.9533, -1.2854], [-1.0194, -0.6246, 1.4220], [0.5403, -1.1106, 1.1826], [-1.6393, -2.8139, 0.1694], [-0.6494, -2.9934, 1.6883], [0.2107, -4.1804, -0.2415]], "atomic_forces_ev_per_a": [[0.727, -0.182, -0.344], [-0.241, 0.103, -0.085], [0.335, 0.099, 0.386], [-0.847, -0.125, 0.237], [-0.010, -0.891, -0.141], [1.270, -1.199, 1.921], [-0.791, 0.367, -2.277], [0.977, 1.226, 0.098], [-0.222, 0.244, 0.066], [-0.293, -0.215, -0.030], [0.037, 0.097, 0.076], [0.053, 0.533, 0.100], [0.507, 0.537, -0.219], [-0.301, -0.324, -0.288], [-0.690, 0.184, -0.377], [0.428, 0.558, -0.493], [-0.312, -0.109, 0.679], [-0.147, -0.141, 0.447], [-0.480, -0.764, 0.245]], "lowdin_charge": [-0.070, -0.023, -0.162, -0.114, -0.207, -0.209, -0.254, -0.076, 0.076, 0.067, 0.103, 0.106, 0.128, 0.113, 0.118, 0.113, 0.115, 0.107, 0.069]}


# 5
{"formula": "C6H11NO2", "method": "ωB97M-V with the def2-TZVPD basis set", "charge": 0, "orbital_gap_ev": 8.628, "relative_energy_ev": 1.853, "energy_ha": -440.41913, "elements": ["C", "C", "O", "C", "C", "C", "N", "C", "O", "H", "H", "H", "H", "H", "H", "H", "H", "H", "H", "H"], "positions_angstrom": [[-1.4308, 1.7769, -0.0134], [-1.2146, 0.4070, -0.6093], [-1.7811, 0.0231, -1.6085], [-0.5475, -0.6157, 0.4064], [-0.8019, -2.0549, -0.0252], [0.8816, -0.1930, 0.2588], [1.5648, 0.2228, 1.4009], [1.2830, 0.1535, -0.9913], [2.5779, 0.5567, -1.2373], [-0.5587, 2.0933, 0.5534], [-1.6663, 2.4892, -0.8008], [-2.2832, 1.7344, 0.6641], [-0.8875, -0.4298, 1.4285], [-1.8702, -2.2614, 0.0037], [-0.2661, -2.7512, 0.6181], [-0.4657, -2.2156, -1.0460], [1.2251, -0.1886, 2.2579], [2.5721, 0.2389, 1.3035], [0.8579, -0.3018, -1.8726], [2.8112, 1.3161, -0.6909]], "atomic_forces_ev_per_a": [[0.439, 0.233, -0.533], [-2.016, -1.239, 1.793], [0.735, 0.296, 0.050], [-0.027, 0.344, -1.555], [-0.073, 0.130, 0.159], [0.033, 1.157, -0.606], [0.008, -0.137, -0.225], [1.036, -1.524, 0.803], [0.416, 0.529, -0.046], [0.037, 0.129, 0.050], [0.069, 0.083, 0.016], [-0.055, -0.186, 0.022], [-0.136, 0.140, -0.138], [-0.018, -0.142, 0.051], [-0.052, -0.063, 0.084], [0.003, 0.070, -0.050], [0.258, 0.009, -0.062], [-0.104, -0.138, 0.211], [-0.440, 0.308, 0.003], [-0.115, 0.001, -0.029]], "lowdin_charge": [-0.010, -0.435, 0.076, -0.258, -0.050, -0.325, 0.120, -0.150, -0.013, 0.077, 0.086, 0.091, 0.143, 0.083, 0.081, 0.080, 0.092, 0.090, 0.129, 0.091]}


# 6
{"formula": "C6H11NO2", "method": "ωB97M-V with the def2-TZVPD basis set", "charge": 0, "orbital_gap_ev": 9.389, "relative_energy_ev": 3.359, "energy_ha": -440.36381, "elements": ["C", "C", "C", "C", "C", "C", "N", "O", "O", "H", "H", "H", "H", "H", "H", "H", "H", "H", "H", "H"], "positions_angstrom": [[0.8081, -0.1232, 0.5553], [2.6006, 0.6484, -0.6681], [3.0157, -0.6135, 0.0672], [-2.6121, -0.6157, 0.8863], [-1.8273, 0.1317, -1.4401], [-2.0468, 0.4765, -0.0206], [1.3098, 0.9283, 0.0172], [1.7409, -1.0943, 0.4867], [-1.7326, 1.5405, 0.4863], [3.2905, 1.5104, -0.5712], [2.2896, 0.6692, -1.6978], [3.4871, -1.4132, -0.5766], [3.6601, -0.2351, 0.9141], [-2.3199, -0.4717, 1.8554], [-2.3282, -1.6277, 0.5240], [-3.7200, -0.6224, 1.0742], [-2.8225, 0.2713, -1.9764], [-1.4800, -0.9079, -1.6771], [-1.0589, 0.8487, -1.8809], [0.8787, 1.8733, -0.0092]], "atomic_forces_ev_per_a": [[-1.144, -1.473, 1.145], [0.038, 2.030, 0.001], [0.773, 0.659, -1.224], [-1.763, -1.077, -2.105], [0.307, 0.570, -2.386], [0.125, -0.250, 2.288], [1.168, 2.410, -0.443], [-0.256, -0.793, 0.673], [-0.377, -0.266, -0.995], [-0.205, -0.602, 0.241], [0.538, -0.937, -0.831], [-0.298, 1.042, 0.941], [-0.619, -1.093, -0.545], [1.574, 0.410, 2.336], [-0.161, 0.669, 0.307], [0.605, 0.247, -1.074], [1.174, -0.113, 0.486], [-0.408, 0.846, 0.678], [-1.166, -0.807, 0.454], [0.095, -1.474, 0.052]], "lowdin_charge": [-0.135, -0.150, -0.167, -0.036, -0.059, -0.549, 0.008, -0.099, 0.022, 0.121, 0.105, 0.139, 0.134, 0.036, 0.087, 0.096, 0.108, 0.091, 0.093, 0.155]}


# 7
{"formula": "C6H11NO2", "method": "ωB97M-V with the def2-TZVPD basis set", "charge": 0, "orbital_gap_ev": 7.169, "relative_energy_ev": 6.586, "energy_ha": -440.24521, "elements": ["C", "C", "C", "C", "O", "O", "H", "H", "H", "H", "H", "H", "C", "C", "N", "H", "H", "H", "H", "H"], "positions_angstrom": [[-1.8200, 0.0067, 0.9231], [0.6619, 1.2741, 0.2452], [-1.0017, 0.0071, -0.3322], [-1.4005, 0.2722, -1.5848], [1.0748, 1.9720, -0.8408], [0.6821, 1.7444, 1.3583], [1.3591, 2.8534, -0.5409], [-1.2454, 0.3531, 1.7809], [-2.6581, 0.6939, 0.7885], [-2.2176, -0.9881, 1.1353], [-0.7264, 0.2275, -2.4295], [-2.3937, 0.6652, -1.7597], [1.4428, -1.2401, 1.1146], [1.0627, -0.8708, -0.2797], [1.6268, -0.9907, -1.3743], [1.1435, -0.9899, -2.2621], [-0.2586, -0.9888, -0.2944], [1.4009, -2.3270, 1.2159], [2.4668, -0.9065, 1.2865], [0.8007, -0.7674, 1.8502]], "atomic_forces_ev_per_a": [[0.014, 0.015, 0.022], [-0.077, -0.245, 0.045], [0.197, -0.002, -0.235], [0.141, -0.020, 0.246], [-0.001, 0.054, 0.146], [0.040, 0.068, -0.177], [-0.044, -0.112, 0.020], [0.030, 0.002, -0.045], [0.050, -0.038, -0.023], [0.033, 0.040, -0.036], [0.020, -0.047, 0.013], [0.024, -0.004, 0.050], [-0.042, 0.030, 0.065], [-0.068, 0.118, -0.371], [-0.199, 0.106, 0.323], [-0.064, 0.019, 0.040], [0.028, -0.081, 0.037], [-0.006, 0.063, -0.041], [-0.050, -0.003, -0.037], [-0.025, 0.036, -0.042]], "lowdin_charge": [-0.057, -0.462, -0.296, 0.009, 0.040, 0.030, 0.113, 0.070, 0.094, 0.090, 0.053, 0.067, -0.028, -0.340, 0.167, 0.074, 0.101, 0.095, 0.104, 0.076]}


# 8
{"formula": "C6H11NO2", "method": "ωB97M-V with the def2-TZVPD basis set", "charge": 0, "orbital_gap_ev": 9.591, "relative_energy_ev": 6.475, "energy_ha": -440.24928, "elements": ["C", "C", "C", "O", "H", "H", "H", "H", "H", "H", "C", "C", "C", "N", "O", "H", "H", "H", "H", "H"], "positions_angstrom": [[-1.6258, 1.4770, -1.0560], [-2.3274, 0.4559, -0.5320], [-3.0885, -0.4614, -0.0390], [-0.3499, -0.1169, 1.1321], [-0.6986, 0.2652, 1.9525], [0.0868, 1.9221, -0.8381], [-1.6003, 1.4589, -2.1407], [-1.8546, 2.4365, -0.5986], [-2.7073, -1.2721, 0.5648], [-4.1562, -0.5342, -0.2014], [2.3966, -1.6046, 0.5417], [1.6041, -0.5014, -0.0939], [0.9112, 0.4980, 0.8476], [1.3227, -0.3954, -1.3203], [1.5022, 0.9350, 1.8395], [1.9070, -0.9722, -1.9273], [0.8624, 2.0711, -0.2694], [3.1403, -1.1829, 1.2181], [1.7641, -2.2718, 1.1287], [2.9114, -2.2069, -0.2083]], "atomic_forces_ev_per_a": [[-3.345, -1.165, 0.016], [0.786, 1.869, -0.974], [-0.079, -0.877, 0.446], [0.749, 1.279, -1.122], [0.310, 0.126, -0.014], [3.160, 0.391, 2.318], [0.755, 0.003, -0.016], [0.514, 0.019, 0.109], [0.364, -0.016, 0.070], [-0.022, 0.421, -0.258], [0.564, 0.336, 0.396], [-0.868, 0.567, -1.638], [0.347, -4.005, 5.313], [0.786, 0.682, -0.315], [-0.655, 0.924, -2.342], [-0.381, -0.545, 0.262], [-2.678, -0.305, -2.221], [-0.001, -0.042, 0.082], [-0.176, 0.181, -0.014], [-0.130, 0.159, -0.099]], "lowdin_charge": [-0.119, -0.157, 0.000, 0.005, 0.121, 0.090, 0.077, 0.075, 0.057, 0.064, -0.018, -0.357, -0.493, 0.157, 0.045, 0.064, 0.129, 0.086, 0.094, 0.082]}


Please write out number 4 again, unchanged.
{"formula": "C6H11NO", "method": "ωB97M-V with the def2-TZVPD basis set", "charge": 0, "orbital_gap_ev": 9.822, "relative_energy_ev": 2.534, "energy_ha": -365.13836, "elements": ["C", "N", "C", "C", "C", "C", "C", "O", "H", "H", "H", "H", "H", "H", "H", "H", "H", "H", "H"], "positions_angstrom": [[1.2341, 3.6198, 0.0642], [0.0423, 3.3782, -0.2602], [-0.3411, 2.1038, -0.7556], [0.2734, 0.9536, -0.4950], [-0.3449, -0.3886, -0.6834], [-0.4210, -1.1050, 0.6492], [-0.6857, -2.6191, 0.6799], [0.2888, -3.2427, -0.1570], [2.0564, 2.8982, -0.1036], [1.5233, 4.5869, 0.4871], [-1.2949, 2.0923, -1.2724], [1.2127, 0.8491, 0.0370], [-1.3546, -0.4501, -1.1255], [0.3683, -0.9533, -1.2854], [-1.0194, -0.6246, 1.4220], [0.5403, -1.1106, 1.1826], [-1.6393, -2.8139, 0.1694], [-0.6494, -2.9934, 1.6883], [0.2107, -4.1804, -0.2415]], "atomic_forces_ev_per_a": [[0.727, -0.182, -0.344], [-0.241, 0.103, -0.085], [0.335, 0.099, 0.386], [-0.847, -0.125, 0.237], [-0.010, -0.891, -0.141], [1.270, -1.199, 1.921], [-0.791, 0.367, -2.277], [0.977, 1.226, 0.098], [-0.222, 0.244, 0.066], [-0.293, -0.215, -0.030], [0.037, 0.097, 0.076], [0.053, 0.533, 0.100], [0.507, 0.537, -0.219], [-0.301, -0.324, -0.288], [-0.690, 0.184, -0.377], [0.428, 0.558, -0.493], [-0.312, -0.109, 0.679], [-0.147, -0.141, 0.447], [-0.480, -0.764, 0.245]], "lowdin_charge": [-0.070, -0.023, -0.162, -0.114, -0.207, -0.209, -0.254, -0.076, 0.076, 0.067, 0.103, 0.106, 0.128, 0.113, 0.118, 0.113, 0.115, 0.107, 0.069]}


What is the charge in the fourth record?
0